64
Properties=species:S:1:pos:R:3 method="wB97M-V/def2-TZVPD" energy_ha=-4251.01029 homo_ev=-13.6981 charge=+2 gap_ev=7.919 relative_energy_kcal_mol=0.0
Pt 0.17 -1.13 -0.21
C -2.22 -1.62 1.49
N -1.05 -2.34 0.94
C -1.55 -3.51 0.16
C -0.19 -2.78 2.08
C 1.13 -3.29 1.56
N 1.77 -2.23 0.72
C 2.60 -1.36 1.58
C 2.66 -2.87 -0.29
H -2.75 -2.26 2.20
H -2.88 -1.34 0.68
H -1.88 -0.72 2.00
H -2.14 -4.16 0.82
H -0.72 -4.07 -0.26
H -2.16 -3.14 -0.65
H -0.71 -3.53 2.68
H -0.03 -1.90 2.71
H 1.01 -4.19 0.95
H 1.79 -3.56 2.39
H 3.41 -1.94 2.03
H 1.99 -0.92 2.36
H 3.03 -0.56 0.97
H 3.39 -3.51 0.22
H 3.19 -2.10 -0.84
H 2.06 -3.46 -0.97
S 4.09 5.49 -1.10
N 3.94 4.15 -1.98
C 3.14 3.34 -1.30
C 2.72 2.02 -1.73
C 3.17 1.48 -2.94
C 2.73 0.24 -3.31
C 1.86 -0.44 -2.47
N 1.45 0.05 -1.29
C 1.86 1.29 -0.91
C 1.39 1.86 0.38
N 0.58 1.11 1.14
C 0.17 1.60 2.31
C 0.54 2.86 2.79
C 1.37 3.63 2.02
C 1.81 3.13 0.79
C 2.70 3.88 -0.08
N 3.17 5.10 0.16
H 3.84 2.06 -3.56
H 3.03 -0.22 -4.24
H 1.47 -1.41 -2.73
H -0.48 0.97 2.90
H 0.18 3.20 3.75
H 1.70 4.62 2.34
C -1.79 2.59 -1.07
N -2.94 1.69 -0.96
C -4.21 2.07 -0.60
C -4.97 0.95 -0.61
N -4.16 -0.09 -0.99
C -4.63 -1.46 -1.18
C -2.91 0.37 -1.19
Se -1.43 -0.58 -1.90
H -2.16 3.61 -0.98
H -1.32 2.45 -2.04
H -1.08 2.38 -0.27
H -4.46 3.09 -0.37
H -6.02 0.82 -0.41
H -5.71 -1.43 -1.25
H -4.35 -2.09 -0.34
H -4.21 -1.86 -2.10